The following is a DFT calculation (the ωB97M-V functional and the def2-TZVPD basis) of 2 unconnected molecules or ions with the total composition C3H10NO2.

Values from the calculation:
HOMO energy (alpha / beta)	-9.65 / -14.37	eV
gap between HOMO and LUMO (alpha / beta)	0.1802 / 0.1662	hartree
strongest force on any atom	0.1016	Eh/bohr

Structure (ORCA input):
```
! wB97M-V def2-TZVPD RIJCOSX def2/J DEFGRID3
* xyz 1 3
C 1.1545 -0.6883 1.1194
C 1.1939 1.2122 -0.5315
C 0.2053 -0.9134 -1.0762
N 0.9416 -0.2014 -0.2554
O -2.2476 -0.4207 -0.2318
O -2.1614 0.7236 0.5812
H 0.3202 -0.4945 1.7219
H 1.3650 -1.7955 1.1326
H 2.0065 -0.2085 1.6346
H 0.8711 1.7237 0.3712
H 2.1955 1.6267 -0.6943
H 0.6192 1.6004 -1.2852
H -0.1841 -1.9989 -0.8451
H -0.2756 -0.4932 -2.0031
H -2.9167 1.3298 0.2593
H -3.0874 -1.0020 0.1024
*
```